(1)
Here is a cluster of 8 separate species, C45H113N7O15 in total from OMol25. Energies are from ωB97M-V/def2-TZVPD.

Values from the calculation:
**E_tot**: -3293.6221 Ha
**Multiplicity**: 2
**Max |F|**: 4.75 eV Å⁻¹
**Total charge**: -1

Positions of all 180 atoms, in Å:
O  -4.069  -2.995  2.459
O  -0.358  -2.446  -0.777
O  -3.672  0.766  6.104
O  -3.309  -7.559  -2.162
O  -4.604  -2.301  -1.830
O  -1.148  6.381  -3.112
O  7.574  -0.648  -2.812
O  -1.433  2.297  -5.756
O  2.329  0.035  7.625
O  2.991  4.162  2.776
O  1.022  -6.503  -5.392
O  2.649  0.439  -2.866
O  -2.654  1.805  -0.972
O  3.087  -2.928  2.079
O  3.258  8.414  6.835
N  -0.046  -5.096  -3.135
N  -3.922  -4.871  -2.915
N  1.586  5.443  5.081
N  -2.498  -0.735  3.569
N  5.663  0.945  -1.185
N  -2.036  3.547  -3.242
N  1.962  -1.220  4.137
C  0.218  -4.593  -1.819
C  6.625  0.287  -3.420
C  -0.119  -7.047  -4.715
C  -2.867  -2.552  1.832
C  6.376  1.404  -2.343
C  -2.539  6.021  -3.055
C  8.995  -0.333  -2.824
C  2.387  -0.295  5.210
C  -0.425  -1.014  -0.876
C  2.217  -1.799  1.741
C  2.265  7.686  6.067
C  0.708  -6.073  -6.770
C  -3.056  2.774  1.143
C  0.028  -6.561  -3.281
C  1.454  5.869  3.686
C  -0.724  1.252  -6.545
C  1.858  -0.787  6.566
C  1.623  4.672  2.774
C  1.552  1.183  7.953
C  -4.941  0.299  5.689
C  -3.446  -8.819  -1.590
C  -1.032  7.713  -3.392
C  1.465  0.863  -3.562
C  4.328  0.421  -1.200
C  -0.620  2.094  0.412
C  -1.934  -2.018  2.984
C  -1.806  -0.039  4.651
C  2.590  6.212  5.788
C  3.043  2.926  1.978
C  -4.733  -1.066  -1.114
C  -3.332  -2.474  -2.456
C  -2.300  1.719  -4.764
C  -3.005  2.850  -3.889
C  -2.738  1.147  5.054
C  2.310  -0.726  2.828
C  -2.608  4.619  -2.352
C  0.430  -3.041  -1.779
C  3.306  1.264  -1.901
C  3.298  -3.686  0.888
C  -2.210  1.779  0.337
C  -4.336  -7.288  -3.076
C  4.521  8.471  6.175
C  -3.939  -5.944  -3.894
C  -5.271  -3.331  1.765
C  -3.615  -3.544  -3.468
H  0.920  -7.021  -2.854
H  -3.714  2.363  -3.220
H  2.150  -1.830  6.694
H  5.795  -0.333  -3.759
H  -4.795  -0.641  5.156
H  -0.954  -1.937  2.515
H  -2.053  -2.790  3.745
H  2.639  2.130  2.604
H  -5.198  -0.248  -1.665
H  0.225  -6.933  -7.234
H  2.486  -4.413  0.887
H  9.169  0.697  -2.511
H  1.733  1.814  -4.023
H  4.013  2.642  1.569
H  2.116  6.689  3.408
H  -1.702  -0.701  5.510
H  -2.742  -9.470  -2.108
H  0.117  -5.157  -6.770
H  -4.480  -9.164  -1.623
H  -3.245  -5.142  -2.216
H  3.561  2.222  -2.355
H  -0.285  1.712  -0.552
H  -0.986  -0.526  -0.079
H  -3.087  6.710  -2.412
H  -2.214  1.997  5.491
H  -0.993  -0.684  -1.747
H  -2.041  4.717  -1.426
H  -3.028  -1.814  1.047
H  -0.534  3.180  0.425
H  -2.620  -2.833  -1.712
H  -3.417  -1.018  3.876
H  -2.697  -3.645  -4.046
H  4.306  -0.606  -1.565
H  -3.099  -8.791  -0.556
H  -5.382  -7.220  -2.776
H  2.151  1.872  8.548
H  1.216  -2.190  1.554
H  4.042  0.277  -0.158
H  0.635  1.044  -2.879
H  1.326  7.633  6.617
H  0.772  -0.879  6.575
H  6.123  0.071  -0.973
H  -2.949  -6.116  -4.317
H  -0.069  1.663  1.248
H  -0.417  1.599  -7.531
H  9.382  -0.454  -3.836
H  0.682  0.737  8.435
H  -3.628  4.424  -2.021
H  0.299  -2.515  -2.724
H  -1.432  0.468  -6.815
H  4.178  -4.327  0.856
H  -2.396  -3.327  1.227
H  -5.444  1.042  5.070
H  -0.036  8.076  -3.137
H  1.492  -2.877  -1.595
H  -2.940  -1.579  -2.939
H  1.093  1.616  7.065
H  0.235  0.888  -6.176
H  2.407  -1.382  0.752
H  2.131  8.191  5.110
H  1.613  -6.017  -7.374
H  -3.261  1.544  4.184
H  -2.991  1.013  -5.225
H  1.558  0.031  2.603
H  4.844  7.436  6.061
H  0.187  -8.091  -4.774
H  1.442  5.011  1.754
H  -1.748  8.282  -2.799
H  -3.717  2.309  1.876
H  1.054  -5.146  -1.391
H  0.907  3.897  3.047
H  -5.676  0.111  6.472
H  3.588  6.063  5.376
H  7.378  1.727  -2.059
H  -0.829  -6.929  -2.716
H  2.525  1.507  -1.180
H  -0.662  -4.850  -1.230
H  -2.341  2.542  -1.502
H  2.308  3.055  1.183
H  -3.562  3.537  -4.527
H  0.564  -0.568  -0.975
H  -5.115  -3.915  0.858
H  -2.453  3.590  1.543
H  4.487  8.942  5.192
H  2.689  5.784  6.785
H  -1.614  4.100  -3.975
H  -1.723  0.992  -4.193
H  -4.820  -5.780  -4.514
H  5.982  2.329  -2.765
H  2.350  -2.147  4.239
H  3.316  -0.307  2.810
H  -2.265  0.784  0.777
H  -6.063  -3.849  2.307
H  -1.083  -6.701  -5.088
H  -5.402  -1.310  -0.289
H  -0.835  0.439  4.525
H  0.499  6.381  3.566
H  1.091  0.137  -4.283
H  2.068  0.698  4.893
H  1.701  4.440  5.047
H  -3.739  -0.834  -0.733
H  3.245  -3.064  -0.005
H  -1.210  8.076  -4.404
H  -3.734  3.292  0.465
H  0.403  -4.707  -3.952
H  7.017  0.632  -4.377
H  5.219  8.985  6.836
H  -2.893  6.039  -4.086
H  -4.474  -3.415  -4.126
H  9.460  -1.044  -2.142
H  -4.256  -7.852  -4.005
H  -5.688  -2.387  1.416
H  3.465  -0.138  5.255

(2)
Here is an isolated molecule of C21H26F3N5O from OMol25. Energies are from ωB97M-V/def2-TZVPD.

Values from the calculation:
**SMILES**: Cn1nccc1C(=O)N1CCC[C@H](N2CCN(c3cccc(C(F)(F)F)c3)CC2)C1
**E_tot**: -1464.4591 Ha
**Multiplicity**: 1
**Max |F|**: 0.80 eV Å⁻¹

Positions of all 56 atoms, in Å:
F  5.010  -3.393  0.288
F  6.698  -2.978  -0.977
F  6.768  -2.472  1.111
O  -2.376  -1.250  1.609
N  0.070  1.702  0.628
N  2.791  1.058  1.132
N  -5.063  -3.620  -0.515
N  -3.192  0.465  0.401
N  -4.552  -2.819  0.403
C  -1.251  1.956  0.086
C  5.397  -1.120  -0.266
C  5.420  0.929  -1.464
C  1.719  0.189  1.575
C  0.513  0.320  0.635
C  4.364  1.388  -0.704
C  -3.931  1.048  -0.691
C  3.792  0.601  0.309
C  4.346  -0.671  0.513
C  -2.961  1.650  -1.733
C  -3.838  -1.807  -0.146
C  -4.656  -3.158  -1.684
C  2.321  2.422  1.072
C  -3.875  -2.012  -1.518
C  5.954  -0.331  -1.263
C  -2.330  1.418  1.060
C  1.123  2.559  0.125
C  5.963  -2.478  0.027
C  -3.076  -0.851  0.687
C  -1.514  1.386  -1.321
C  -4.815  -3.044  1.796
H  -3.145  1.216  -2.716
H  -1.856  0.924  1.908
H  -5.141  -4.076  1.910
H  -3.387  -1.441  -2.282
H  0.774  3.594  0.121
H  -0.834  1.848  -2.039
H  1.986  2.691  2.080
H  -1.327  0.310  -1.319
H  -1.349  3.047  0.031
H  5.830  1.563  -2.236
H  -3.906  -2.869  2.370
H  -5.601  -2.376  2.155
H  -0.289  -0.325  0.993
H  -4.578  0.295  -1.136
H  -4.934  -3.654  -2.592
H  0.823  -0.019  -0.370
H  -4.568  1.837  -0.274
H  3.131  3.094  0.792
H  1.433  2.287  -0.900
H  3.975  -1.313  1.296
H  -2.947  2.239  1.434
H  3.973  2.370  -0.917
H  -3.121  2.726  -1.812
H  2.040  -0.849  1.601
H  6.774  -0.695  -1.860
H  1.424  0.493  2.583

(3)
Here is an isolated molecule of C6H10O from OMol25. Energies are from ωB97M-V/def2-TZVPD.

Values from the calculation:
**SMILES**: CC1=CCC[C@H]1O
**E_tot**: -309.8310 Ha
**Multiplicity**: 1
**Max |F|**: 1.55 eV Å⁻¹

Positions of all 17 atoms, in Å:
O  -0.041  2.161  -0.060
C  -0.206  0.872  -0.623
C  0.760  -0.122  0.000
C  0.087  -1.178  0.452
C  2.242  0.088  0.209
C  -1.630  0.200  -0.497
C  -1.397  -1.141  0.213
H  2.776  0.319  -0.718
H  -0.040  2.047  0.901
H  -2.278  0.893  0.039
H  0.564  -2.015  0.950
H  -1.706  -1.996  -0.399
H  2.452  0.910  0.904
H  -2.126  0.027  -1.469
H  2.694  -0.815  0.638
H  -1.953  -1.216  1.150
H  -0.196  0.966  -1.691

(4)
Here is a cluster of 2 separate species, C7H5IOS in total from OMol25. Energies are from ωB97M-V/def2-TZVPD.

Values from the calculation:
**E_tot**: -1040.7076 Ha
**Multiplicity**: 1
**Max |F|**: 3.38 eV Å⁻¹

Positions of all 15 atoms, in Å:
I  4.040  1.227  0.459
S  4.744  -1.692  -1.039
O  2.174  -1.681  0.467
C  1.056  -1.141  0.140
C  -1.392  -0.110  -0.777
C  -0.805  0.265  0.421
C  0.340  -0.215  0.861
C  3.970  -0.657  -0.172
C  -0.824  -1.159  -1.464
C  0.422  -1.632  -1.060
H  -1.364  -1.811  -2.183
H  0.647  0.096  1.844
H  -1.119  1.148  0.830
H  1.055  -2.171  -1.753
H  -2.308  0.346  -1.100

(5)
Here is a structure of composition C7H10N2 from OMol25. Energies are from ωB97M-V/def2-TZVPD.

Values from the calculation:
**E_tot**: -382.0918 Ha
**Multiplicity**: 1
**Max |F|**: 4.61 eV Å⁻¹

Positions of all 19 atoms, in Å:
N  -0.176  2.204  -0.209
N  0.264  -0.243  1.272
C  0.473  1.010  -0.448
C  -2.492  -0.529  0.400
C  1.060  -1.372  -0.559
C  2.099  -0.716  -0.072
C  -1.484  -0.745  -0.448
C  -0.075  -0.442  -0.170
C  1.450  0.368  0.678
H  -0.560  2.615  -1.236
H  -2.282  -0.144  1.407
H  1.097  1.053  -1.351
H  -0.959  2.137  0.528
H  0.539  -1.143  1.568
H  3.211  -0.794  -0.178
H  -1.750  -1.331  -1.409
H  -3.525  -0.791  0.140
H  0.956  -2.176  -1.253
H  2.154  1.038  1.340

(6)
Here is the ion C5H11NO with charge -1 from OMol25. Energies are from ωB97M-V/def2-TZVPD.

Values from the calculation:
**E_tot**: -326.9807 Ha
**Multiplicity**: 2
**Max |F|**: 5.39 eV Å⁻¹
**Total charge**: -1

Positions of all 18 atoms, in Å:
O  -0.326  2.658  1.270
N  -0.120  -0.680  -0.489
C  1.259  -0.859  -0.964
C  -0.033  -0.168  2.087
C  -1.148  -0.682  -1.393
C  0.189  1.805  0.503
C  -0.263  0.336  0.578
H  -0.886  -0.805  2.448
H  0.858  2.052  -0.402
H  -1.284  -1.496  -2.174
H  1.362  -1.642  -1.777
H  -2.163  -0.496  -1.056
H  1.674  0.059  -1.484
H  -0.047  0.642  2.750
H  -0.897  0.204  -2.098
H  2.118  -0.992  -0.313
H  1.009  -0.588  2.088
H  -1.303  0.652  0.426

(7)
Here is the ion C6H8N with charge +1 from OMol25. Energies are from ωB97M-V/def2-TZVPD.

Values from the calculation:
**SMILES**: C[N+]#CC1=C(C)C1
**E_tot**: -287.7694 Ha
**Multiplicity**: 1
**Max |F|**: 4.52 eV Å⁻¹
**Total charge**: +1

Positions of all 15 atoms, in Å:
N  1.993  0.165  0.050
C  -2.193  -1.261  0.021
C  -0.391  0.631  -0.166
C  -1.505  -0.031  -0.222
C  -1.601  1.496  -0.096
C  0.905  0.476  -0.116
C  3.313  -0.118  -0.045
H  -3.160  -1.365  -0.589
H  3.334  -1.028  -0.597
H  3.488  -0.307  1.018
H  -2.509  -1.092  1.034
H  -1.990  2.097  -0.853
H  -1.822  -2.238  -0.165
H  3.912  0.745  -0.286
H  -1.771  1.830  1.013

(8)
Here is a cluster of 2 separate species, C3H3Br2NO in total from OMol25. Energies are from ωB97M-V/def2-TZVPD.

Values from the calculation:
**E_tot**: -5393.9774 Ha
**Multiplicity**: 1
**Max |F|**: 4.16 eV Å⁻¹

Positions of all 10 atoms, in Å:
Br  -2.138  0.444  1.564
Br  -0.359  -0.860  -3.709
O  0.579  -2.020  -0.183
N  -0.523  -0.386  -1.460
C  0.077  -1.100  -0.642
C  0.723  0.893  1.456
C  -0.366  0.346  1.063
H  -0.469  0.634  -1.348
H  1.698  0.644  0.949
H  0.778  1.405  2.311

Question: Which value of max |F| does entry 2 give?
Answer: 0.80 eV Å⁻¹

Question: Look up the multiplicity of the fourth one.
Answer: 1